Entry 1:
Here is a molecular structure, C28H46Cl2LuNOP in a non-equilibrium geometry from the Open Molecules 2025 dataset. Energies are from ωB97M-V/def2-TZVPD.

Calculated values
- Charge: -1
- LUMO energy: 2.1842 eV
- Largest force on an atom: 3.421 eV Å⁻¹
- Spin multiplicity: 1

Geometry as XYZ:
```
80
Properties=species:S:1:pos:R:3:lowdin_charge:R:1
P -0.12982 0.78895 -2.44092 1.018
C -1.77168 0.26972 -3.17964 -0.440
C -2.23475 1.06958 -4.39709 -0.215
C -3.67785 0.68032 -4.75422 -0.203
C -3.85862 -0.83002 -4.95435 -0.214
C -3.25944 -1.65954 -3.81190 -0.195
C -1.82438 -1.23131 -3.47729 -0.216
C 1.26653 0.16025 -3.51258 -0.444
C 1.16384 0.51810 -4.99428 -0.213
C 2.47044 0.13840 -5.70932 -0.206
C 2.86625 -1.32932 -5.49277 -0.211
C 2.81581 -1.75369 -4.01918 -0.194
C 1.50732 -1.34447 -3.33689 -0.209
C -0.06890 2.64702 -2.60129 -0.466
C -1.20628 3.28113 -1.78461 -0.246
C -1.18755 4.81442 -1.83507 -0.205
C 0.17881 5.39233 -1.44983 -0.214
C 1.33649 4.74154 -2.21600 -0.205
C 1.30221 3.20644 -2.19705 -0.235
H -2.45853 0.47145 -2.33336 0.077
H -1.56957 0.85778 -5.24733 0.100
H -2.18422 2.15167 -4.21570 0.092
H -3.99056 1.22286 -5.65464 0.101
H -4.33369 1.00676 -3.93482 0.113
H -4.92668 -1.05650 -5.05117 0.099
H -3.38614 -1.12674 -5.90024 0.107
H -3.87974 -1.53847 -2.91341 0.116
H -3.27081 -2.72339 -4.07651 0.107
H -1.43998 -1.80348 -2.62190 0.077
H -1.18317 -1.45083 -4.34468 0.099
H 2.14036 0.68312 -3.08422 0.089
H 3.27495 0.78070 -5.32572 0.110
H 0.96074 1.59011 -5.13703 0.103
H 0.32693 -0.03328 -5.44980 0.100
H 2.37426 0.34690 -6.78148 0.100
H 3.87602 -1.49599 -5.88765 0.099
H 2.19162 -1.97169 -6.07504 0.108
H 2.95169 -2.83888 -3.93560 0.111
H 3.64912 -1.28192 -3.48036 0.113
H 1.53363 -1.61282 -2.27305 0.071
H 0.67491 -1.90932 -3.77540 0.101
H -0.22797 2.84718 -3.67664 0.096
H -2.19094 2.92094 -2.11657 0.097
H -1.12289 2.95966 -0.73588 0.050
H -1.45400 5.14411 -2.84886 0.108
H -1.95798 5.20521 -1.15838 0.106
H 0.33358 5.24368 -0.37253 0.111
H 0.18185 6.47403 -1.62668 0.099
H 2.29112 5.08791 -1.80280 0.104
H 1.30031 5.07216 -3.26243 0.107
H 2.08774 2.82752 -2.86588 0.102
H 1.56294 2.83669 -1.19522 0.038
Lu -0.05272 -0.02402 0.50304 0.826
Cl 2.29980 0.66795 0.03588 -0.138
Cl -2.31928 0.90271 0.51912 -0.180
C -0.47689 -2.06436 -0.33404 -0.327
H -1.53624 -2.29295 -0.51636 -0.026
C 0.30535 -3.22421 -0.27615 -0.431
C 1.75254 -3.18686 -0.18300 -0.132
C 2.49793 -4.35711 -0.17189 -0.162
C 1.86394 -5.61174 -0.21949 -0.187
C 0.45751 -5.68185 -0.28208 -0.160
C -0.30837 -4.52898 -0.30590 -0.105
H 2.24184 -2.20431 -0.13035 0.042
H 3.58854 -4.30756 -0.12522 0.080
H -0.03639 -6.65474 -0.31222 0.078
H -1.40068 -4.56518 -0.35129 0.086
H 2.45246 -6.52717 -0.20529 0.059
C 0.64831 0.32554 5.17192 -0.017
N 1.63853 -0.42853 4.40455 -0.168
C 2.84045 -0.93846 5.05894 -0.032
C 1.45108 -0.65106 3.12307 -0.269
O 0.36753 -0.32196 2.53572 -0.236
H 0.97707 0.31271 6.21271 0.080
H -0.34124 -0.13602 5.07933 0.101
H 0.58756 1.36311 4.81753 0.102
H 2.92022 -2.02346 4.90618 0.099
H 3.74288 -0.47540 4.63614 0.097
H 2.77338 -0.71752 6.12519 0.081
H 2.27432 -1.11756 2.56062 0.141
```



Entry 2:
Here is a single C28H46F9NO4 molecule in a non-equilibrium geometry from the Open Molecules 2025 dataset. Energies are from ωB97M-V/def2-TZVPD.

Calculated values
- SMILES: CCCCCCCCCCCCC[C@]1(CC=O)C[C@@H](OCCNC[C@@H](C)O)[C@@H](C(F)(F)C(F)(F)C(F)(F)C(F)(F)F)O1
- LUMO energy: 0.4057 eV
- Largest force on an atom: 1.428 eV Å⁻¹
- Spin multiplicity: 1

Geometry as XYZ:
```
88
Properties=species:S:1:pos:R:3:lowdin_charge:R:1
C 2.76643 0.26271 2.24152 -0.118
C 2.32927 1.48668 3.05640 -0.238
C 0.92700 1.28950 3.66726 -0.195
C -0.05459 2.44568 3.39093 -0.188
C -0.32439 3.37077 4.60733 -0.199
C -1.78414 3.28994 5.03802 -0.206
C -2.72864 4.04896 4.08682 -0.189
C -3.83653 3.15076 3.50384 -0.192
C -3.48635 2.59626 2.10970 -0.215
C -3.54017 1.08276 2.03527 -0.229
C -3.32991 0.56329 0.62451 -0.191
C -2.93252 -0.93399 0.59012 -0.169
C -1.49234 -1.12280 0.10412 -0.100
C -1.15723 -2.50490 -0.48370 -0.436
C -1.85353 -3.66313 0.23684 -0.052
C -3.22556 -4.03668 -0.27055 -0.229
O -3.71624 -5.11944 -0.02668 0.055
C 0.36391 -2.74586 -0.41364 -0.038
C 0.80287 -1.85802 -1.54854 -0.250
O 2.14192 -1.92605 -1.99239 -0.084
C 3.09540 -1.98776 -0.96889 -0.222
C 4.42557 -1.49855 -1.47851 -0.186
N 4.36225 -0.17053 -2.10670 -0.039
C 3.60003 0.80241 -1.33609 -0.194
C 3.65918 2.18353 -2.02595 -0.424
C 2.26532 2.72317 -2.27219 -0.047
O 4.45535 3.10815 -1.30973 -0.030
C -0.22951 -2.23650 -2.63935 -0.116
C 0.12014 -3.50609 -3.48048 -0.314
F -0.78576 -4.48960 -3.22922 0.133
F 1.32922 -4.00251 -3.11247 0.131
C 0.12977 -3.31650 -5.05217 -0.315
F -0.90016 -3.99182 -5.62361 0.148
F 1.28724 -3.85246 -5.52919 0.143
C 0.09848 -1.85815 -5.56405 -0.316
F 0.45261 -1.90070 -6.88098 0.142
F 1.02239 -1.10677 -4.91183 0.154
C -1.32437 -1.17926 -5.50268 -0.474
F -1.83521 -1.01763 -6.74236 0.171
F -1.19753 0.04539 -4.92223 0.147
F -2.17793 -1.90664 -4.75749 0.175
O -1.40586 -2.51945 -1.88492 -0.022
H 2.44004 -0.63163 2.76012 0.071
H 2.30573 0.26555 1.25851 0.045
H 3.84550 0.24362 2.13605 0.070
H 2.31519 2.35447 2.40698 0.090
H 3.04766 1.67050 3.84702 0.102
H 0.99598 1.12076 4.73591 0.105
H 0.49346 0.39522 3.22886 0.088
H -1.00339 2.00739 3.10580 0.070
H 0.29651 3.02701 2.54477 0.102
H 0.32546 3.06421 5.42165 0.099
H -0.06009 4.39415 4.35648 0.105
H -1.90222 3.64898 6.05640 0.104
H -2.05951 2.23811 5.05820 0.103
H -2.13452 4.42228 3.26032 0.099
H -3.19203 4.87984 4.60291 0.102
H -4.02249 2.32759 4.18710 0.100
H -4.77080 3.69720 3.42460 0.101
H -4.16526 3.01426 1.37096 0.113
H -2.49114 2.92125 1.81974 0.092
H -4.49335 0.72562 2.41552 0.121
H -2.75813 0.66006 2.66503 0.104
H -2.54916 1.14058 0.13525 0.104
H -4.23401 0.68788 0.03643 0.113
H -3.00482 -1.29909 1.61180 0.109
H -3.63875 -1.47767 -0.02076 0.094
H -1.32141 -0.38803 -0.67186 0.114
H -0.81586 -0.94146 0.93545 0.125
H -1.24524 -4.55427 0.16719 0.127
H -1.94019 -3.40332 1.28779 0.136
H -3.79004 -3.32438 -0.88869 0.120
H 0.63364 -3.76750 -0.64999 0.138
H 0.75574 -2.44408 0.54894 0.130
H 0.62480 -0.80129 -1.35666 0.147
H 2.80904 -1.38441 -0.10521 0.094
H 3.23322 -3.00710 -0.60546 0.134
H 5.14647 -1.53754 -0.65850 0.120
H 4.77681 -2.19500 -2.23608 0.118
H 5.31174 0.18067 -2.10978 0.113
H 3.98232 0.94611 -0.31889 0.113
H 2.55731 0.51429 -1.27701 0.092
H 4.12705 2.02333 -2.99113 0.138
H 1.74180 2.88335 -1.33118 0.079
H 2.30426 3.66681 -2.80704 0.081
H 1.69322 2.02849 -2.87810 0.079
H 3.97354 3.34474 -0.51782 0.080
H -0.45999 -1.33570 -3.18768 0.132
```



no.,HOMO-LUMO gap (eV)
1,3.7
2,9.6